This record from the Open Molecules 2025 dataset describes a structure of composition C28H28N2P2S3Ta at a distorted geometry. The level of theory is ωB97M-V with the def2-TZVPD basis set.

Geometry as XYZ:
```
64
Properties=species:S:1:pos:R:3:mulliken_charge:R:1
H 4.0489 0.7728 0.3370 0.425
C -2.8507 -0.2609 1.2084 0.535
H 1.5918 -0.7240 4.8149 0.499
C -4.6244 0.9400 2.9341 -0.486
C -2.5513 2.0101 -5.3809 -0.701
C 2.4887 -2.3734 3.7622 -0.541
C -2.5339 0.9863 1.7531 -0.162
C -0.8874 -4.0011 2.7776 -0.826
S -0.4959 1.8896 -2.9715 -0.237
H -3.2015 2.5439 3.0681 0.466
C 3.9542 2.9103 0.4050 -0.758
C -0.6566 -3.6148 0.0267 -0.239
H -4.2914 -1.8801 1.0863 0.441
C 1.8155 -1.1559 3.8472 -0.761
H -3.0036 1.7297 -6.3265 0.336
N 1.1209 2.2703 -5.0867 -0.220
H 2.7853 -2.8857 4.6712 0.475
H 1.2754 2.4425 -6.0716 0.256
H 5.0242 3.0251 0.5250 0.470
H -0.6058 -3.4944 -1.0465 0.268
C 2.0200 1.5158 0.1381 1.156
C -1.1808 -2.6095 0.8439 0.886
H -0.8145 2.3058 -6.5533 0.256
H 2.6838 -2.7075 0.3961 0.401
H 3.1484 2.6271 -4.8701 0.365
H 0.9712 0.4857 2.7557 0.377
C 1.4577 -0.4834 2.6902 -0.502
H 0.1136 2.5250 0.0109 0.308
H -2.9422 2.9727 -5.0634 0.328
N -1.0910 2.0803 -5.6056 -0.233
H 3.3306 -3.8737 2.4771 0.491
H 3.5577 5.0171 0.4899 0.464
C 3.1249 4.0305 0.3853 -0.550
C 1.1874 2.6343 0.1152 -0.010
C 2.3138 2.3791 -4.2222 -0.737
P 1.3535 -0.1100 0.0346 1.259
H -0.9879 -4.1633 3.8433 0.482
H -5.8726 -0.7848 2.6238 0.446
C 2.7975 -2.9327 2.5294 -0.828
H 2.1880 3.1674 -3.4851 0.337
H 0.1273 -5.6049 -0.0386 0.481
P -1.7048 -1.0695 0.1718 0.468
C 2.4370 -2.2785 1.3597 -0.453
H -1.7154 -2.0236 2.8574 0.490
C 1.7485 3.8961 0.2461 -0.984
C -1.2978 -2.7968 2.2242 -0.453
C -3.4296 1.5814 2.6281 -0.780
S -2.4793 -1.4322 -1.7592 -0.365
S 1.9749 -1.0296 -1.7538 -0.460
H -0.0768 -5.9491 2.3997 0.472
C -4.0517 -0.9109 1.5127 -0.319
C -4.9377 -0.2990 2.3787 -0.769
H 2.5259 1.4393 -3.7227 0.230
H 1.1136 4.7731 0.2502 0.491
C -0.3715 -0.0417 -0.3543 0.601
C -0.1270 2.0678 -4.7112 0.381
Ta -0.3339 -0.4573 -2.3253 0.530
H -2.7899 1.2571 -4.6389 0.224
C 1.7786 -1.0571 1.4513 0.858
C 3.4047 1.6465 0.2900 -0.878
C -0.2543 -4.8111 0.5902 -0.926
H -5.3244 1.4113 3.6128 0.429
C -0.3738 -5.0023 1.9640 -0.533
H -1.6039 1.4848 1.5005 0.328
```

Values from the calculation:
HOMO (eV): -17.07
Gap between HOMO and LUMO (eV): 6.5
DFT total energy (hartree): -3126.70458
Multiplicity: 1
Total charge: +3
Max |F| (eV Å⁻¹): 3.51
Energy relative to the best compared isomer or geometry (same formula, charge and spin) (kJ/mol): 25.0